Formula: C3H5Br6NO2
Source: the OMol25 dataset
Level of theory: ωB97M-V/def2-TZVPD

The value obtained for the maximum force is 1.55 eV Å⁻¹. As for the HOMO energy: -10.31 eV.

The geometry in ORCA input format:
```
! wB97M-V def2-TZVPD RIJCOSX def2/J DEFGRID3
* xyz 0 1
C 7.447 -24.970 -5.422
N 8.745 -24.271 -5.188
O 8.790 -23.517 -4.252
O 9.647 -24.513 -5.941
H 7.594 -25.409 -6.404
H 6.612 -24.282 -5.425
H 7.280 -25.739 -4.674
C 8.576 -20.718 -7.354
Br 8.115 -20.133 -9.225
Br 7.023 -21.675 -6.717
Br 9.176 -19.258 -6.308
H 9.382 -21.430 -7.452
C 10.211 -28.746 -8.196
Br 9.457 -30.131 -9.371
Br 8.792 -27.776 -7.322
Br 11.382 -27.548 -9.213
H 10.787 -29.257 -7.441
*
```

Formula: C29H21F3N2S3SbW
Source: the OMol25 dataset
Level of theory: ωB97M-V/def2-TZVPD

The value obtained for the maximum force is 0.16 eV Å⁻¹. As for the HOMO energy: -17.18 eV.

The geometry in ORCA input format:
```
! wB97M-V def2-TZVPD RIJCOSX def2/J DEFGRID3
* xyz 3 1
W 0.633 -1.140 -0.456
S 2.846 -1.601 -0.015
C 3.881 -0.522 -0.920
C 5.261 -0.550 -0.790
C 6.022 0.247 -1.637
C 5.420 1.035 -2.617
C 4.041 1.047 -2.764
C 3.280 0.265 -1.900
S 1.544 0.256 -1.996
H 5.738 -1.171 -0.043
H 7.099 0.247 -1.537
H 6.032 1.631 -3.280
H 3.572 1.637 -3.540
C -1.060 -7.153 0.060
C -0.466 -5.798 0.074
C 0.765 -5.518 0.693
C 1.251 -4.237 0.667
N 0.542 -3.258 0.058
C -0.628 -3.627 -0.503
S -1.328 -2.169 -1.246
N -1.160 -4.800 -0.524
H -0.295 -7.926 0.095
H -1.704 -7.280 -0.807
H -1.682 -7.266 0.955
H 1.330 -6.303 1.173
H 2.198 -3.972 1.117
F 0.156 6.859 -1.562
C -0.101 5.586 -1.347
C -0.575 5.205 -0.097
C -0.853 3.870 0.126
C -0.628 2.941 -0.897
C -0.159 3.343 -2.150
C 0.104 4.681 -2.379
Sb -1.165 0.966 -0.553
C -3.160 0.919 -0.041
C -3.882 2.101 -0.272
C -5.239 2.129 -0.025
C -5.853 0.975 0.444
F -7.145 0.994 0.677
C -5.158 -0.212 0.666
C -3.806 -0.239 0.411
C 0.205 0.191 1.171
C -0.590 -0.430 2.190
C -0.437 -0.094 3.509
C 0.495 0.895 3.836
F 0.635 1.222 5.088
C 1.275 1.557 2.882
C 1.124 1.211 1.566
H -0.727 5.954 0.668
H -1.241 3.568 1.092
H -0.015 2.635 -2.956
H 0.454 5.037 -3.338
H -3.396 2.993 -0.646
H -5.829 3.020 -0.193
H -5.694 -1.082 1.019
H -3.265 -1.165 0.559
H -1.330 -1.179 1.927
H -1.023 -0.554 4.294
H 1.973 2.317 3.205
H 1.717 1.714 0.811
*
```

Formula: C3H2O3S
Source: the OMol25 dataset
Level of theory: ωB97M-V/def2-TZVPD

The value obtained for the maximum force is 6.54 eV Å⁻¹. As for the HOMO energy (spin up / spin down): -6.36 / -10.24 eV.

The geometry in ORCA input format:
```
! wB97M-V def2-TZVPD RIJCOSX def2/J DEFGRID3
* xyz 0 3
C 1.435 -0.027 -0.068
C 1.186 -2.517 -0.301
C 0.195 0.377 -0.078
O 0.705 -3.113 0.518
O 3.646 1.299 0.194
O 2.188 -0.705 0.774
S 3.136 0.055 -0.393
H -0.453 1.083 -0.747
H -0.510 0.165 0.771
*
```

Formula: C11H14BrO2
Source: the OMol25 dataset
Level of theory: ωB97M-V/def2-TZVPD

The value obtained for the maximum force is 6.25 eV Å⁻¹. As for the HOMO energy: -5.09 eV.

The geometry in ORCA input format:
```
! wB97M-V def2-TZVPD RIJCOSX def2/J DEFGRID3
* xyz -1 1
C 1.738 3.038 -0.710
C 2.619 2.068 -0.268
C 0.365 2.810 -1.171
C 2.253 0.664 0.081
C -3.869 -0.164 -0.012
C -0.306 1.716 -1.073
C 1.018 0.210 0.043
C 1.203 -2.155 0.949
C -0.402 -1.742 -0.869
C -0.678 -0.616 1.533
C 0.293 -1.001 0.341
O -4.139 -0.021 1.129
O -3.519 0.431 -1.014
Br -4.085 -2.432 -0.543
H 2.148 4.016 -1.074
H 3.585 2.322 0.056
H -0.068 3.615 -1.733
H 3.043 0.130 0.411
H -1.257 1.312 -1.136
H 2.169 -2.205 0.392
H 0.554 -3.058 0.938
H 1.485 -2.128 2.034
H 0.150 -2.585 -1.102
H -1.442 -1.936 -0.754
H -0.192 -0.887 -1.621
H -1.352 0.112 1.088
H -0.016 -0.012 2.255
H -1.298 -1.502 1.830
*
```

Formula: C12H78N2O27
Source: the OMol25 dataset
Level of theory: ωB97M-V/def2-TZVPD

The value obtained for the maximum force is 11.28 eV Å⁻¹. As for the HOMO energy: -12.50 eV.

The geometry in ORCA input format:
```
! wB97M-V def2-TZVPD RIJCOSX def2/J DEFGRID3
* xyz 2 1
C -1.621 -5.954 -9.494
O -1.277 -4.662 -8.984
C -2.252 -3.867 -8.419
C -1.587 -2.620 -7.950
N -2.317 -1.995 -6.971
H -3.216 -2.318 -7.230
H -1.960 -2.403 -6.080
C -2.077 -0.537 -6.729
C -2.731 0.115 -5.563
O -2.246 1.471 -5.506
C -2.677 2.211 -4.381
H -2.430 -5.826 -10.153
H -2.012 -6.811 -8.615
H -0.792 -6.426 -9.827
H -2.541 -4.257 -7.655
H -3.114 -3.724 -9.111
H -1.371 -2.136 -8.840
H -0.658 -2.583 -7.421
H -2.348 -0.050 -7.627
H -1.028 -0.278 -6.660
H -2.567 -0.457 -4.732
H -3.946 -0.091 -5.566
H -2.552 3.207 -4.377
H -2.236 2.050 -3.361
H -3.675 1.982 -3.916
C 0.199 -2.114 4.467
O 0.273 -0.810 3.949
C 0.769 -0.623 2.637
C 0.305 0.898 2.197
N 0.838 1.065 0.761
H 1.729 0.738 0.544
H 0.096 0.521 0.103
C 1.011 2.454 0.192
C 1.079 2.407 -1.263
O 1.161 3.736 -1.728
C 0.973 3.794 -3.132
H -0.335 -2.923 3.780
H -0.122 -2.270 5.534
H 1.196 -2.400 4.556
H 0.331 -1.387 1.939
H 1.843 -0.675 2.679
H 0.825 1.786 2.915
H -0.812 1.159 2.227
H 1.835 3.011 0.546
H 0.247 3.076 0.487
H 0.141 1.962 -1.768
H 1.996 2.003 -1.696
H 1.641 3.122 -3.500
H 1.228 4.910 -3.345
H -0.017 3.550 -3.500
O 2.061 -5.809 5.305
H 2.040 -5.247 4.449
H 2.866 -6.535 5.201
O 1.474 5.619 1.723
H 1.899 5.754 0.831
H 1.972 5.154 2.294
O -1.553 -0.198 -0.225
H -2.012 0.335 0.248
H -1.696 -1.076 -0.122
O 0.875 -1.813 7.787
H 0.291 -2.630 7.770
H 0.478 -1.215 7.254
O 0.099 7.354 -1.072
H 0.773 6.757 -1.130
H 0.663 8.171 -1.067
O -1.479 -4.335 5.017
H -1.493 -5.235 4.511
H -1.039 -4.246 5.852
O 3.688 0.320 1.044
H 4.511 0.462 0.469
H 4.047 0.167 1.907
O 3.768 -2.736 2.517
H 3.085 -3.241 2.883
H 3.744 -1.712 2.822
O -2.734 1.765 1.102
H -3.430 1.575 1.700
H -2.242 2.503 1.457
O 3.302 7.179 -3.095
H 3.428 8.056 -2.652
H 3.163 6.849 -2.249
O 0.525 -0.058 -4.677
H 0.348 0.874 -4.960
H 1.206 -0.480 -5.279
O 1.591 -5.183 2.673
H 2.209 -5.806 2.285
H 0.773 -5.167 2.136
O 2.793 5.674 -0.870
H 3.662 5.230 -0.473
H 2.407 4.790 -1.243
O -2.281 -1.283 6.785
H -1.753 -0.448 6.332
H -2.435 -1.167 7.838
O -1.301 6.020 -3.139
H -1.578 5.181 -2.713
H -0.974 6.687 -2.485
O -0.633 -3.460 7.444
H -0.289 -4.385 7.647
H -1.410 -3.535 7.975
O 4.368 -0.936 3.735
H 3.814 -0.678 4.438
H 5.415 -1.086 3.849
O -0.995 4.066 2.632
H -0.507 4.908 2.462
H -1.864 4.217 3.008
O -1.777 -2.305 0.790
H -2.453 -2.068 1.434
H -1.450 -3.253 0.577
O 2.995 -0.773 6.113
H 2.492 -1.495 6.616
H 2.357 0.016 6.416
O 1.465 -0.683 -2.109
H 1.047 -1.541 -1.995
H 1.073 -0.533 -3.053
O -3.502 -2.565 5.376
H -2.789 -3.135 5.202
H -3.227 -1.785 5.993
O -1.416 1.179 5.670
H -1.128 0.579 4.704
H -0.483 1.380 5.912
*
```

Formula: C5H11NO
Source: the OMol25 dataset
Level of theory: ωB97M-V/def2-TZVPD

The value obtained for the maximum force is 2.21 eV Å⁻¹. As for the HOMO energy: -9.31 eV.

The geometry in ORCA input format:
```
! wB97M-V def2-TZVPD RIJCOSX def2/J DEFGRID3
* xyz 0 1
C -1.121 -1.245 -0.842
C -0.469 0.115 -0.655
C -1.221 0.764 1.075
N 0.935 0.117 -0.469
C 1.224 -0.469 0.812
C 1.653 1.230 -0.868
O 1.318 2.002 -1.737
H -0.995 -1.845 0.061
H -2.190 -1.083 -0.996
H -0.753 -1.836 -1.694
H -0.686 0.798 -1.499
H -1.085 1.841 1.008
H -2.234 0.450 0.882
H -1.112 0.571 2.192
H 1.130 -1.558 0.794
H 2.224 -0.186 1.148
H 0.330 -0.050 1.370
H 2.600 1.339 -0.307
*
```

Formula: C4H14N3O
Source: the OMol25 dataset
Level of theory: ωB97M-V/def2-TZVPD

The value obtained for the maximum force is 8.47 eV Å⁻¹. As for the HOMO energy (spin up / spin down): -19.46 / -19.18 eV.

The geometry in ORCA input format:
```
! wB97M-V def2-TZVPD RIJCOSX def2/J DEFGRID3
* xyz 2 2
C -1.955 -1.953 0.427
N -0.728 0.912 -1.473
C -1.314 -0.195 -1.093
N -1.034 -0.925 -0.016
H -2.346 -2.505 -0.444
H -2.783 -1.503 0.997
H -1.418 -2.645 1.074
H 0.140 1.426 -1.140
H -1.165 1.400 -2.263
H -2.144 -0.541 -1.708
H -0.142 -0.741 0.539
C 1.104 1.303 0.694
O 1.284 2.148 -0.448
C 1.613 -0.120 0.439
N 0.721 -1.089 1.109
H 1.602 1.766 1.548
H 0.029 1.326 0.935
H 2.193 2.474 -0.533
H 1.566 -0.386 -0.630
H 2.668 -0.071 0.740
H 0.676 -0.947 2.114
H 1.136 -2.009 0.982
*
```

Formula: CHO3PS2
Source: the OMol25 dataset
Level of theory: ωB97M-V/def2-TZVPD

The value obtained for the maximum force is 2.92 eV Å⁻¹. Its SMILES is O=[P@@]([O-])(O)C(=S)[S-]. As for the HOMO energy: -0.01 eV.

The geometry in ORCA input format:
```
! wB97M-V def2-TZVPD RIJCOSX def2/J DEFGRID3
* xyz -2 1
C -0.821 1.661 -0.620
O 0.115 -0.918 -0.241
O -0.712 -0.089 -2.706
O -2.325 -0.792 -0.924
P -0.994 -0.136 -1.212
S -1.579 2.801 -1.575
S 0.075 1.937 0.741
H 0.478 -0.338 0.549
*
```

Formula: C33H24BF3O3S
Source: the OMol25 dataset
Level of theory: ωB97M-V/def2-TZVPD

The value obtained for the maximum force is 3.46 eV Å⁻¹. As for the HOMO energy: -7.20 eV.

The geometry in ORCA input format:
```
! wB97M-V def2-TZVPD RIJCOSX def2/J DEFGRID3
* xyz 0 1
C -3.257 5.920 2.353
C -2.578 4.675 2.764
C -2.095 4.415 4.025
C -1.498 3.111 4.130
C -1.372 2.438 2.959
B -1.218 0.583 2.720
C 0.238 1.554 2.956
C 0.926 2.116 1.872
C 2.290 2.318 1.888
C 3.035 1.870 2.982
C 4.537 1.902 2.936
F 5.087 2.492 4.046
F 5.091 0.647 2.883
F 5.040 2.572 1.869
C 2.400 1.405 4.134
C 1.032 1.245 4.129
O -2.134 0.420 3.986
C -3.337 0.204 3.441
C -3.318 0.248 2.018
C -4.370 -0.247 1.276
C -5.452 -0.762 1.985
C -5.475 -0.770 3.382
C -4.420 -0.285 4.145
O -2.114 0.564 1.495
S -2.268 3.332 1.684
H -3.415 6.513 3.255
H -2.633 6.476 1.634
H -4.225 5.683 1.878
H -2.144 5.135 4.852
H -1.034 2.729 5.021
H 0.320 2.441 1.027
H 2.775 2.781 1.049
H 2.996 1.152 5.007
H 0.534 0.872 5.033
H -4.286 -0.227 0.188
H -6.295 -1.158 1.417
H -6.358 -1.170 3.893
H -4.395 -0.292 5.224
C 4.754 -2.995 -0.613
C 4.657 -2.063 0.428
C 3.410 -1.614 0.840
C 2.206 -2.065 0.227
C 0.920 -1.736 0.768
O -0.146 -2.307 0.144
C -1.240 -2.544 0.937
C -1.375 -1.945 2.182
C -2.242 -2.564 3.059
C -3.102 -3.585 2.647
C -3.044 -4.067 1.336
C -2.108 -3.549 0.465
C -0.461 -0.795 2.637
C 0.733 -0.882 1.804
C 2.332 -2.964 -0.864
C 3.589 -3.434 -1.256
H 5.726 -3.370 -0.915
H 5.547 -1.690 0.932
H 3.323 -0.923 1.685
H -2.283 -2.201 4.090
H -3.815 -3.978 3.336
H -3.691 -4.909 1.039
H -1.985 -3.965 -0.538
H -0.189 -1.008 3.693
H 1.570 -0.221 1.990
H 1.439 -3.313 -1.369
H 3.645 -4.158 -2.071
*
```

Formula: C5H7NO
Source: the OMol25 dataset
Level of theory: ωB97M-V/def2-TZVPD

The value obtained for the maximum force is 0.46 eV Å⁻¹. As for the HOMO energy: -9.08 eV.

The geometry in ORCA input format:
```
! wB97M-V def2-TZVPD RIJCOSX def2/J DEFGRID3
* xyz 0 1
O 2.051 1.035 1.062
C 1.091 0.614 0.461
C 0.275 1.245 -0.626
N -0.866 0.529 -0.822
C -0.409 -0.809 -0.629
C 0.334 -0.688 0.680
C -1.079 -0.273 0.971
H 1.006 0.234 -1.635
H 0.281 2.320 -0.780
H 0.719 -0.685 -1.610
H -1.083 -1.628 -0.864
H 0.809 -1.520 1.191
H -1.799 -1.058 1.187
H -1.329 0.684 1.415
*
```

Formula: C50H53AsCl3N2O4SSn
Source: the OMol25 dataset
Level of theory: ωB97M-V/def2-TZVPD

The value obtained for the maximum force is 1.09 eV Å⁻¹. As for the HOMO energy: -5.05 eV.

The geometry in ORCA input format:
```
! wB97M-V def2-TZVPD RIJCOSX def2/J DEFGRID3
* xyz -1 1
Sn 1.380 -0.165 0.394
O 0.752 -1.096 2.224
C -0.289 -0.700 3.035
C -1.293 0.174 2.196
C -1.840 -0.634 1.049
C -3.114 -1.187 1.072
C -3.491 -2.059 0.064
C -2.574 -2.392 -0.917
C -1.324 -1.790 -0.909
C -0.277 -2.128 -1.933
C 0.994 -2.851 -1.342
O 1.780 -1.907 -0.690
C 1.807 -3.354 -2.562
C 2.250 -2.398 -3.478
C 3.008 -2.760 -4.580
C 3.354 -4.092 -4.786
C 2.943 -5.047 -3.870
C 2.174 -4.682 -2.766
C 0.614 -4.034 -0.441
C 1.333 -4.264 0.728
C 1.061 -5.371 1.524
C 0.049 -6.255 1.174
C -0.675 -6.034 0.009
C -0.383 -4.940 -0.794
N -1.005 -0.883 0.028
C 0.233 0.129 4.241
C -0.621 0.704 5.182
C -0.117 1.356 6.300
C 1.254 1.435 6.506
C 2.113 0.870 5.573
C 1.605 0.231 4.449
C -0.992 -1.934 3.656
C -2.306 -1.925 4.123
C -2.867 -3.052 4.715
C -2.117 -4.210 4.864
C -0.800 -4.224 4.420
C -0.247 -3.099 3.821
H -0.688 1.012 1.841
H -2.100 0.569 2.811
H -3.798 -0.931 1.870
H -4.483 -2.493 0.057
H -2.828 -3.095 -1.702
H 0.119 -1.202 -2.360
H -0.719 -2.715 -2.739
H 2.035 -1.348 -3.301
H 3.341 -1.996 -5.274
H 3.950 -4.378 -5.644
H 3.226 -6.085 -4.004
H 1.873 -5.443 -2.057
H 2.105 -3.554 1.001
H 1.641 -5.539 2.427
H -0.179 -7.108 1.803
H -1.466 -6.717 -0.277
H -0.927 -4.809 -1.725
H -1.697 0.633 5.062
H -0.801 1.793 7.020
H 1.649 1.939 7.380
H 3.186 0.937 5.711
H 2.266 -0.220 3.720
H -2.912 -1.029 4.040
H -3.894 -3.021 5.063
H -2.555 -5.092 5.318
H -0.200 -5.122 4.536
H 0.772 -3.099 3.454
C 2.122 3.865 -1.408
As 3.608 2.824 -2.051
C 5.186 3.226 -1.023
C 4.034 3.763 -3.700
S 3.199 0.841 -2.499
H 1.747 3.446 -0.477
H 2.438 4.897 -1.263
H 1.343 3.803 -2.164
H 5.182 4.290 -0.782
H 5.195 2.633 -0.113
H 6.039 2.984 -1.652
H 4.200 4.829 -3.519
H 3.219 3.625 -4.406
H 4.935 3.315 -4.113
Cl 1.988 4.369 3.921
C 3.087 3.837 2.644
Cl 3.480 5.262 1.626
Cl 4.589 3.230 3.379
C 2.444 2.730 1.671
O 3.268 2.205 0.892
O 1.210 2.580 1.762
C -1.266 3.475 0.036
C -2.681 4.079 0.019
C -3.653 3.275 0.894
C -3.057 3.963 -1.445
C -4.103 4.560 -2.121
C -4.324 4.219 -3.454
C -3.515 3.264 -4.054
C -2.450 2.642 -3.396
C -1.733 1.501 -4.094
C -2.302 0.168 -3.583
C -0.210 1.521 -3.978
C -2.212 3.035 -2.070
N -1.168 2.675 -1.203
H -0.511 4.264 0.017
H -0.880 1.716 -1.116
H -1.070 2.873 0.915
H -2.667 5.118 0.351
H -3.704 2.239 0.541
H -4.661 3.698 0.859
H -3.313 3.267 1.936
H -4.752 5.268 -1.614
H -5.130 4.678 -4.016
H -3.705 2.989 -5.088
H -1.981 1.579 -5.155
H -2.086 0.046 -2.516
H -1.860 -0.683 -4.116
H -3.386 0.135 -3.710
H 0.148 1.212 -2.998
H 0.194 2.517 -4.170
H 0.236 0.835 -4.704
*
```

Formula: C4H8O2
Source: the OMol25 dataset
Level of theory: ωB97M-V/def2-TZVPD

The value obtained for the maximum force is 1.24 eV Å⁻¹. Its SMILES is CCOC(C)=O. As for the HOMO energy: -10.36 eV.

The geometry in ORCA input format:
```
! wB97M-V def2-TZVPD RIJCOSX def2/J DEFGRID3
* xyz 0 1
C 0.658 2.047 0.901
C -0.043 1.148 -0.088
O 0.363 -0.202 0.207
C 0.193 -1.068 -0.796
O 0.069 -0.756 -1.959
C -0.219 -2.456 -0.403
H 0.421 1.751 1.929
H 1.743 1.987 0.765
H 0.338 3.080 0.744
H -1.136 1.182 0.033
H 0.189 1.393 -1.127
H -0.191 -2.902 0.593
H 0.183 -3.133 -1.159
H -1.265 -2.184 -0.586
*
```